[1]
Formula: C5H3NO
Source: the OMol25 dataset
Level of theory: wB97M-V/def2-TZVPD

Molar mass = 93.08 g/mol
HOMO-LUMO gap = 10.01 eV
SMILES = C#Cc1cnoc1
Energy relative to the best compared isomer or geometry (same formula, charge and spin) = 83.18 kcal per mole
Total charge = 0
2S+1 = 1
E = -322.1592 Ha

```
10
Properties=species:S:1:pos:R:3:mulliken_charge:R:1
O -1.773 0.722 -0.066 -0.167
N -2.023 -0.503 -0.654 -0.315
C 2.286 0.540 0.015 -0.261
C 1.438 -0.297 0.214 -0.297
C -0.595 0.670 0.518 -0.196
C 0.024 -0.524 0.311 0.352
C -0.977 -1.246 -0.408 -0.369
H -0.231 1.528 1.058 0.482
H 2.872 1.385 -0.258 0.363
H -1.022 -2.275 -0.730 0.407
```

---

[2]
Formula: C5H3NO
Source: the OMol25 dataset
Level of theory: wB97M-V/def2-TZVPD

Molar mass = 93.08 g/mol
HOMO-LUMO gap = 9.55 eV
SMILES = N#Cc1ccco1
Energy relative to the best compared isomer or geometry (same formula, charge and spin) = 55.63 kcal per mole
Total charge = 0
2S+1 = 1
E = -322.2031 Ha

```
10
Properties=species:S:1:pos:R:3:mulliken_charge:R:1
O 0.340 0.775 0.963 -0.281
N -2.647 1.891 -0.421 -0.418
C 0.013 -0.438 -0.864 -0.232
C 1.257 -0.206 0.954 -0.065
C -0.462 0.579 -0.121 0.242
C 1.083 -1.046 -0.132 -0.407
C -1.651 1.331 -0.250 0.135
H -0.344 -0.846 -1.800 0.434
H 1.981 -0.104 1.756 0.405
H 0.432 -1.936 -0.084 0.187
```

---

[3]
Formula: C5H3NO
Source: the OMol25 dataset
Level of theory: wB97M-V/def2-TZVPD

Molar mass = 93.08 g/mol
HOMO-LUMO gap = 9.24 eV
SMILES = N#C[C@@H]1CC1=C=O
Energy relative to the best compared isomer or geometry (same formula, charge and spin) = 95.28 kcal per mole
Total charge = 0
2S+1 = 1
E = -322.1400 Ha

```
10
Properties=species:S:1:pos:R:3:mulliken_charge:R:1
O -1.111 1.500 -2.775 -0.404
N -1.425 -0.480 2.994 -0.385
C -0.727 -0.570 2.051 0.160
C -0.183 0.313 -0.823 -0.265
C -0.817 0.999 -1.747 0.833
C 0.031 -0.716 0.483 -0.234
C 1.189 0.144 -0.215 -0.455
H -0.382 -1.822 0.401 0.260
H 1.519 0.923 0.480 0.228
H 1.907 -0.292 -0.850 0.263
```

---

[4]
Formula: C5H3NO2
Source: the OMol25 dataset
Level of theory: wB97M-V/def2-TZVPD

Molar mass = 109.08 g/mol
HOMO-LUMO gap = 9.07 eV
SMILES = N#CC(=O)/C=C\C=O
Energy relative to the best compared isomer or geometry (same formula, charge and spin) = 45.59 kcal per mole
Total charge = 0
2S+1 = 1
E = -397.4600 Ha

```
11
Properties=species:S:1:pos:R:3:mulliken_charge:R:1
O -1.157 -1.387 1.813 -0.460
O 1.413 -0.860 -0.987 -0.475
N -1.396 -2.241 -1.411 -0.375
C -1.207 -1.586 -0.424 0.269
C 1.445 0.401 -0.795 0.113
C -0.971 -0.810 0.737 0.513
C -0.644 0.650 0.641 -0.211
C 0.495 1.144 0.075 -0.183
H -1.244 1.452 1.222 0.302
H 0.893 2.222 0.291 0.242
H 2.373 1.016 -1.163 0.266
```